1.
The following is a quantum chemistry calculation of an isolated ion of composition C7H11N6 and charge +1 in a non-equilibrium geometry, from the OMol25 dataset.

For the energy above the lowest of the compared OMol25 structures with the same formula, charge and spin, the calculation gives 0.0000 eV. The SMILES is [NH2+]=C1N[C@H]2CNc3nccn3[C@H]2N1. As for the spin multiplicity: 1. Its total charge is +1.

Positions of all 24 atoms, in Å:
1 N -2.41 1.55 1.41
2 C -1.12 1.10 1.20
3 N -0.55 0.08 1.72
4 C 0.84 -0.11 1.40
5 C 1.19 -1.50 1.03
6 N 0.27 -1.97 0.06
7 C 0.16 -1.17 -1.08
8 N -0.16 -1.59 -2.27
9 C 0.04 -0.49 -3.13
10 C 0.56 0.54 -2.44
11 N 0.71 0.12 -1.11
12 C 0.96 0.85 0.13
13 N -0.26 1.75 0.37
14 H -2.78 1.24 2.30
15 H -3.15 1.50 0.69
16 H -1.13 -0.54 2.19
17 H 1.41 0.25 2.25
18 H 2.16 -1.48 0.72
19 H 1.08 -2.20 1.94
20 H 0.09 -2.92 -0.17
21 H -0.14 -0.60 -4.30
22 H 0.80 1.60 -2.75
23 H 1.89 1.47 0.09
24 H -0.46 2.52 -0.26

natural (NBO) atomic charge list, values in e, 5 entries: -0.808 0.690 -0.518 -0.062 -0.218

---

2.
The following is a quantum chemistry calculation of C7H11NO as an isolated structure in a non-equilibrium geometry, from the OMol25 dataset.

For the energy above the lowest of the compared OMol25 structures with the same formula, charge and spin, the calculation gives 9.7553 eV. As for the spin multiplicity: 1. Its total charge is 0.

Positions of all 20 atoms, in Å:
1 C 0.43 -0.97 2.22
2 C 1.10 -0.06 1.24
3 C 0.37 0.09 -0.15
4 C 1.02 -0.19 -1.32
5 C -0.12 -0.33 -2.40
6 C -1.24 0.19 -1.92
7 C -1.13 0.54 -0.60
8 H -0.39 -1.72 1.58
9 H 1.34 -1.95 2.66
10 H -0.42 -0.40 3.19
11 H 2.03 -0.67 0.68
12 H 2.77 1.13 1.11
13 H 0.73 2.08 1.18
14 H 1.97 -0.81 -1.49
15 H 0.23 -0.86 -3.37
16 H -2.14 0.70 -2.50
17 H -1.29 1.63 -0.51
18 H -2.05 -0.46 1.14
19 N 1.60 1.21 1.73
20 O -2.06 -0.33 0.22

natural (NBO) atomic charge list, values in e, 5 entries: -0.642 -0.171 0.047 -0.289 -0.153

---

3.
The following is a quantum chemistry calculation of a single C7H11NO molecule in a non-equilibrium geometry, from the OMol25 dataset.

For the energy above the lowest of the compared OMol25 structures with the same formula, charge and spin, the calculation gives 7.1835 eV. As for the spin multiplicity: 1. Its total charge is 0.

Positions of all 20 atoms, in Å:
1 C 2.14 0.94 1.30
2 C 1.68 0.02 0.40
3 C 0.21 0.13 -0.15
4 C -1.40 0.62 -0.83
5 C -2.01 0.13 0.32
6 C -0.85 -0.27 0.98
7 C -0.62 -0.39 -1.44
8 H 1.53 1.93 1.10
9 H 3.20 1.12 1.51
10 H 1.85 0.81 2.24
11 H 2.23 0.24 -0.54
12 H 2.02 -0.95 0.45
13 H -2.24 1.15 -1.39
14 H -3.13 -0.03 0.39
15 H -0.64 -0.84 2.02
16 H -0.16 -0.18 -2.32
17 H -1.38 -1.81 -0.27
18 H -0.69 -2.36 -1.99
19 N -1.40 -1.67 -1.42
20 O -0.34 1.39 -0.36

natural (NBO) atomic charge list, values in e, 5 entries: -0.610 -0.438 0.215 -0.015 -0.197

---

4.
The following is a quantum chemistry calculation of a 2-piece molecular cluster, C7H11NO overall in a non-equilibrium geometry, from the OMol25 dataset.

For the energy above the lowest of the compared OMol25 structures with the same formula, charge and spin, the calculation gives 4.3187 eV. As for the spin multiplicity: 1. Its total charge is 0.

Positions of all 20 atoms, in Å:
1 C -2.30 1.92 -0.34
2 C -0.91 1.06 -0.61
3 C -0.56 -0.01 0.24
4 C -1.66 -0.82 0.97
5 C 0.79 -0.36 0.17
6 C 1.30 -1.40 1.02
7 C 2.11 -2.38 0.56
8 H -3.33 1.39 -0.17
9 H -2.08 2.86 0.75
10 H -2.08 2.64 -1.19
11 H -1.18 -1.69 1.34
12 H -2.18 0.03 1.75
13 H -2.46 -1.25 0.27
14 H 1.30 0.67 -1.39
15 H 2.69 0.02 -0.21
16 H 0.86 -1.65 1.98
17 H 2.59 -2.31 -0.35
18 H 2.33 -3.03 1.42
19 N 1.76 0.12 -0.66
20 O -0.18 1.67 -1.45

natural (NBO) atomic charge list, values in e, 5 entries: -0.716 0.542 -0.273 -0.617 0.261

---

Number 1: frontier orbital gap 8.56 eV, electronic energy -16371.5639 eV, M 179.207 g/mol. Number 2: frontier orbital gap 8.98 eV, electronic energy -10965.5208 eV, M 125.171 g/mol. Number 3: frontier orbital gap 9.82 eV, electronic energy -10968.0926 eV, M 125.171 g/mol. Number 4: frontier orbital gap 8.55 eV, electronic energy -10970.9574 eV, M 125.171 g/mol.